# 1
A 2-piece molecular cluster, C9H11PS overall in a non-equilibrium geometry, computed with ωB97M-V/def2-TZVPD.

```
! RIJCOSX wB97M-V def2-TZVPD def2/J DEFGRID3
* xyz 0 1
C 0.6854 3.3350 -1.1605
C 1.3685 2.0521 -1.1493
C -0.1936 3.4499 -0.1749
C 0.5369 0.1463 1.7838
C 1.1120 -0.8536 1.2481
C 1.5887 1.1722 -0.2278
C -0.5399 2.2260 0.7389
C 0.6715 1.4705 1.0186
C 0.1882 -3.0334 -2.0826
P 2.2649 -0.5966 -0.1965
S 4.0567 -0.4665 0.6072
H 0.9730 4.0319 -1.9628
H 0.7083 -4.0223 -1.9382
H -0.7386 4.4199 0.0482
H -0.2994 0.1484 2.4968
H 0.9945 -1.8483 1.6136
H -0.8873 2.6591 1.6423
H -1.2966 1.5741 0.4760
H 1.4541 2.1146 1.5020
H 0.6566 -2.3044 -1.4094
H 0.5333 -2.5069 -2.9739
H -0.9322 -3.1557 -1.9258
*
```

HOMO (alpha / beta) ... -0.295 / -0.312 Eh
Electronic energy ... -29629.8422 eV
ΔE to the lowest compared entry with this formula, charge and spin ... 124.2 kcal/mol

***

# 2
One molecule with the formula C9H12 in a non-equilibrium geometry, computed with ωB97M-V/def2-TZVPD.

```
! RIJCOSX wB97M-V def2-TZVPD def2/J DEFGRID3
* xyz 0 1
C 0.4443 0.8595 0.6896
C -0.4545 1.1576 -0.2937
C -0.8606 -1.3530 -1.5522
C 1.3863 -1.0530 -0.2894
C -1.1854 -0.0464 -0.7909
C 0.6078 -0.6202 0.9134
C -0.1940 -1.1891 -0.2070
C -0.7274 2.5363 -0.9164
C 0.6909 -1.0423 2.3627
H 1.0881 1.5585 1.1540
H -1.8081 -1.8524 -1.6355
H -0.1564 -1.5586 -2.4222
H 1.6074 -0.5027 -1.1083
H 1.7576 -1.9984 -0.4551
H -2.1479 -0.0739 -0.4489
H -0.2281 2.5494 -1.8208
H -0.3796 3.2535 -0.1149
H -1.7693 2.8074 -1.0235
H 0.4957 -2.1447 2.4592
H 0.0953 -0.3687 2.9068
H 1.7378 -0.9189 2.5929
*
```

HOMO ... -0.269 Eh
Electronic energy ... -9521.2891 eV
Structure (SMILES) ... CC1=C[C@]2(C)C[C@@]23C[C@H]13
ΔE to the lowest compared entry with this formula, charge and spin ... 128.0 kcal/mol

***

# 3
One molecule with the formula C9H12 in a non-equilibrium geometry, computed with ωB97M-V/def2-TZVPD.

```
! RIJCOSX wB97M-V def2-TZVPD def2/J DEFGRID3
* xyz 0 1
C 0.0114 1.8866 -0.3134
C -1.1539 1.2634 -0.3141
C 1.2148 1.2612 0.3073
C 1.8307 -1.2361 -0.1051
C -0.3131 -0.5300 1.1557
C 0.7234 -0.8740 -1.0943
C -1.3912 0.0263 0.3334
C 0.8627 -0.1821 0.2787
C -2.4923 -0.7094 -0.0082
H 0.0293 3.0230 -0.4965
H -2.0474 1.7881 -0.6380
H 2.1612 1.2791 -0.2248
H 1.4641 1.5474 1.2283
H 1.7928 -2.2199 0.3370
H 2.7967 -0.7123 -0.2508
H -0.1899 -0.1460 2.1921
H -0.4681 -1.6002 1.2319
H 0.9737 -0.4159 -1.9951
H -0.1260 -1.4554 -1.2031
H -2.9737 -0.3306 -0.8755
H -2.7054 -1.6629 0.4542
*
```

HOMO ... -0.310 Eh
Electronic energy ... -9524.5644 eV
Structure (SMILES) ... C=C1C=CCC2(CC2)C1
ΔE to the lowest compared entry with this formula, charge and spin ... 52.5 kcal/mol

***

# 4
C9H12B2ClCrF8O13 as an isolated structure in a non-equilibrium geometry, computed with ωB97M-V/def2-TZVPD.

```
! RIJCOSX wB97M-V def2-TZVPD def2/J DEFGRID3
* xyz -1 5
Cr -1.3562 0.0443 0.0101
Cl 1.1816 -0.8314 -2.7243
O 2.4845 -0.5884 -2.1576
O 0.9179 -0.0633 -3.8903
O 0.8840 -2.2232 -2.8937
O 0.2890 -0.3749 -1.6678
B -3.1730 -0.1872 -1.7921
F -2.4474 -1.1971 -1.2106
F -2.4663 0.2693 -2.8307
F -4.4547 -0.5262 -2.1246
F -3.0995 0.6981 -0.7342
B -2.2413 0.0610 2.3461
F -2.6264 -0.7747 1.3630
F -1.0966 -0.4458 2.9346
F -1.8871 1.1837 1.5923
F -3.2488 0.3635 3.2202
C -0.8652 5.0845 -2.2940
C 0.1367 4.2393 -3.0448
O -0.0467 3.0378 -2.4192
C -0.7820 3.0900 -1.3309
O -0.9306 2.1299 -0.5904
O -1.3240 4.3164 -1.2437
H -1.6803 5.3365 -2.9724
H -0.3715 5.9994 -1.9666
H 1.1415 4.6443 -2.9247
H -0.0730 4.2393 -4.1144
C -0.1401 -5.3207 0.2223
C 0.4451 -4.9905 1.5955
O 0.1818 -3.6941 1.7453
C -0.2788 -3.1245 0.6008
O -0.5029 -1.9117 0.4782
O -0.2184 -4.0561 -0.3347
H -1.1081 -5.8118 0.3212
H 0.5473 -6.0058 -0.2739
H 1.4847 -5.3043 1.6894
H -0.1379 -5.5695 2.3117
C 2.7917 1.3822 3.2837
C 3.6265 0.4181 2.4353
O 2.6718 0.3284 1.3510
C 1.4705 0.6263 1.7217
O 0.4908 0.4119 0.9665
O 1.4975 1.1415 2.9171
H 3.0629 2.4096 3.0408
H 2.8279 1.2769 4.3680
H 3.8288 -0.5582 2.8758
H 4.5941 0.8271 2.1445
*
```

HOMO (alpha / beta) ... -0.153 / -0.209 Eh
Electronic energy ... -100187.5529 eV

***

# 5
An isolated ion of composition C9H12ClN4 and charge +1 in a non-equilibrium geometry, computed with ωB97M-V/def2-TZVPD.

```
! RIJCOSX wB97M-V def2-TZVPD def2/J DEFGRID3
* xyz 1 1
C 3.7469 -0.0808 0.5450
C 1.9298 -0.7764 -0.3596
C 0.8735 -1.6943 -0.6057
C 1.9300 0.6438 -0.2756
C -0.9712 -0.2545 -1.4764
C -3.9356 -0.2844 1.0655
C 3.3706 2.4608 0.6279
C -2.4457 -0.2743 -1.0641
C -2.4889 -0.1141 0.5900
N 3.1234 -1.1135 0.1867
N -0.5973 0.6072 -2.2334
N -0.4003 -1.4300 -1.0428
N 3.0542 1.1120 0.2476
Cl 1.2803 -3.3298 -0.3242
H 4.7470 -0.1261 0.7890
H -4.0674 -0.2094 2.0845
H -4.1853 -1.2108 0.5968
H -4.4807 0.4967 0.6043
H 2.4752 2.9601 0.7000
H 3.8536 2.3188 1.6228
H 3.8998 2.9541 -0.1902
H -2.8833 -1.2921 -1.5219
H -2.8889 0.6936 -1.5522
H -2.2880 0.9450 0.8697
H -1.7163 -0.7186 1.0178
H -0.9355 -2.2830 -0.9015
*
```

HOMO (alpha / beta) ... -0.496 / -0.503 Eh
Electronic energy ... -27997.5616 eV
ΔE to the lowest compared entry with this formula, charge and spin ... 132.7 kcal/mol

***

# 6
One molecule with the formula C9H12ClOP in a non-equilibrium geometry, computed with ωB97M-V/def2-TZVPD.

```
! RIJCOSX wB97M-V def2-TZVPD def2/J DEFGRID3
* xyz 0 1
C 1.1071 -0.5771 -0.7013
C -0.9867 -1.1516 0.1068
C 0.1980 -1.5514 -0.4909
C 0.8801 0.7815 -0.5165
C -1.2216 0.2162 0.3991
C -0.2500 1.2136 0.0963
C 0.2405 -3.0328 -0.6670
C 2.0454 1.7557 -0.7741
C -2.5041 0.5946 1.0463
O 0.6485 3.1642 1.8103
P -0.7222 2.8343 0.9467
Cl -0.6072 4.1661 -0.5772
H 2.0539 -0.8619 -1.2633
H -1.8634 -1.8356 0.3761
H 0.3546 -3.5288 0.2316
H -0.7665 -3.3538 -1.0184
H 0.9193 -3.4043 -1.5328
H 1.6337 2.7934 -1.0380
H 2.8314 1.6853 -0.0572
H 2.4666 1.3744 -1.6938
H -3.0316 -0.2586 1.3622
H -2.3731 1.2914 1.9043
H -3.2519 1.0428 0.4749
H 1.3426 3.3689 1.2423
*
```

HOMO ... -0.331 Eh
Electronic energy ... -33386.6289 eV
Structure (SMILES) ... Cc1cc(C)c(P(O)Cl)c(C)c1
ΔE to the lowest compared entry with this formula, charge and spin ... 0.0 kcal/mol

***

Question: What is the electronic energy in the sixth record?
Answer: -33386.6289 eV

***

Question: What is the electronic energy in the second record?
Answer: -9521.2891 eV